C4H6O4 in the gas phase at a distorted geometry, computed with ωB97M-V with the def2-TZVPD basis set.

SMILES string: C[C@@H](O)[C@@]1(O)OC1=O
Orbital gap: 10.21 eV
HOMO level: -0.3626 Eh
LUMO level: 0.34 eV
Calculated total energy: -12432.2552 eV

Positions of all 14 atoms, in Å:
C: -1.317 0.695 -0.896
C: -0.398 -0.557 -0.711
O: 0.399 -0.974 -1.618
C: 0.659 -0.084 0.654
O: 1.806 0.585 0.209
O: -0.134 0.604 1.658
C: 0.360 -0.531 2.033
O: 0.342 -1.323 2.915
H: -2.118 0.517 -1.592
H: -0.692 1.537 -1.374
H: -1.707 1.134 0.148
H: -0.992 -1.454 -0.345
H: 1.128 -0.363 -1.525
H: 2.663 0.215 0.445